# C59H48Cl2HfN5O4P2Se

A molecular structure, C59H48Cl2HfN5O4P2Se at a distorted geometry (the ωB97M-V functional and the def2-TZVPD basis, OMol25).

```
122
Properties=species:S:1:pos:R:3:forces:R:3
Hf -0.09132 0.57193 -0.73890 -0.26 -0.74 -0.14
C -3.46618 2.97542 1.08668 0.00 0.06 -0.01
C -2.95955 4.25196 1.33167 0.13 -0.03 -0.08
C -1.69028 4.54298 0.90279 -0.18 0.01 -0.14
C -0.92499 3.57797 0.22291 -0.37 -0.14 -0.33
N -1.42300 2.33322 -0.00775 0.33 0.37 0.08
C -2.67286 2.07281 0.42813 -0.25 -0.11 0.04
N 0.31653 4.00045 -0.16116 0.36 0.18 -0.02
C 1.05476 3.40354 -1.02411 -0.47 0.33 0.00
N 0.74600 2.26477 -1.74591 0.60 0.72 -0.17
C 1.75890 2.05970 -2.66095 -0.31 0.03 -0.45
N 1.80654 1.16953 -3.59771 0.39 0.12 0.03
C 0.68301 0.46969 -3.94665 -0.39 0.31 -0.17
C 0.73969 -0.26365 -5.14655 -0.10 0.01 0.01
C -0.42848 -0.67675 -5.73991 0.06 -0.01 0.07
C -1.64222 -0.34944 -5.13406 -0.03 0.14 -0.03
C -1.61175 0.25790 -3.90087 -0.18 0.04 -0.02
N -0.48155 0.59679 -3.26000 0.62 -0.60 0.04
C 2.79665 3.08533 -2.48463 -0.03 0.28 0.38
C 3.99115 3.31249 -3.13837 0.01 -0.08 -0.04
C 4.71760 4.43961 -2.76844 0.01 -0.06 -0.04
C 4.24643 5.31139 -1.79062 0.00 0.05 0.07
C 3.04712 5.07337 -1.12821 -0.07 0.03 0.08
C 2.34064 3.94358 -1.48578 0.30 -0.24 -0.25
H -4.46175 2.69885 1.40179 0.01 -0.07 -0.03
H -3.55409 4.99551 1.84526 0.02 0.00 0.02
H -1.23364 5.50827 1.06090 0.03 0.00 0.01
H -3.05215 1.08412 0.21452 0.08 0.00 0.02
H 1.70759 -0.41446 -5.60279 0.00 0.05 -0.01
H -0.41010 -1.21290 -6.67997 0.01 0.01 -0.01
H -2.58521 -0.58106 -5.60924 -0.02 0.01 0.03
H -2.52852 0.50769 -3.38294 0.03 -0.14 0.06
H 4.34445 2.63610 -3.90531 -0.02 0.02 -0.02
H 5.66456 4.64515 -3.25015 -0.01 0.02 -0.01
H 4.82570 6.19105 -1.54147 0.02 -0.02 0.02
H 2.67790 5.73979 -0.36003 0.00 -0.01 0.01
O -0.74171 -0.11844 1.19080 -0.06 -0.34 0.01
P -1.07783 -1.48462 1.74945 -0.55 -0.15 0.82
C -2.51686 -2.12455 0.80199 0.72 0.11 -0.33
P -2.53038 -1.72423 -0.99163 -1.20 -0.41 0.11
O -1.97287 -0.32740 -1.21126 0.01 -0.05 -0.04
C -2.10487 -2.98392 -2.22284 0.03 0.09 0.27
C -1.06410 -2.84600 -3.12870 0.11 0.03 0.10
C -0.86061 -3.81120 -4.10458 0.02 -0.02 -0.04
C -1.70085 -4.90932 -4.18334 0.00 0.01 0.02
C -2.76017 -5.03964 -3.29234 -0.02 -0.07 0.01
C -2.96425 -4.08018 -2.32029 0.01 0.01 0.11
C -4.32153 -1.60524 -1.34260 0.17 0.16 0.00
C -4.64596 -1.36561 -2.68103 0.01 0.01 0.03
C -5.96170 -1.21092 -3.07876 0.09 0.00 -0.02
C -6.98071 -1.30516 -2.14011 -0.03 0.02 0.05
C -6.67307 -1.54837 -0.81194 -0.06 -0.01 0.03
C -5.35133 -1.69782 -0.41259 0.07 -0.02 0.06
C 0.26299 -2.61418 2.19344 -0.17 0.05 -0.15
C -0.08613 -3.77260 2.88594 -0.02 0.06 -0.01
C 0.89833 -4.62379 3.35259 -0.06 -0.06 0.04
C 2.23777 -4.30503 3.16445 0.04 0.06 -0.02
C 2.58608 -3.13402 2.51026 0.02 -0.01 0.02
C 1.60100 -2.28760 2.02193 -0.01 0.05 -0.17
C -1.74858 -1.20741 3.41354 0.00 0.16 -0.18
C -3.04095 -1.47833 3.84613 0.01 -0.04 -0.09
C -3.41259 -1.17721 5.14924 -0.05 0.00 0.09
C -2.49951 -0.60495 6.02070 -0.02 0.01 -0.01
C -1.20503 -0.33291 5.59559 0.00 -0.02 -0.02
C -0.83182 -0.63709 4.29949 0.02 0.01 -0.04
H -3.31309 -1.48028 1.18397 -0.03 -0.08 0.01
H -2.76603 -3.16118 1.00908 0.02 -0.11 -0.04
H -0.40420 -1.99240 -3.07059 0.03 -0.01 -0.03
H -0.04006 -3.70186 -4.80225 0.00 0.02 0.01
H -1.53549 -5.66760 -4.93749 -0.01 0.02 -0.02
H -3.42603 -5.88962 -3.36118 0.01 0.00 0.03
H -3.78579 -4.18328 -1.62075 -0.05 -0.04 -0.08
H -3.84856 -1.32169 -3.41302 -0.07 0.00 -0.07
H -6.19031 -1.02654 -4.12020 -0.02 0.00 0.01
H -8.01324 -1.19209 -2.44271 0.01 0.00 -0.01
H -7.46162 -1.62483 -0.07504 -0.01 -0.01 -0.02
H -5.15414 -1.90629 0.63131 -0.01 0.02 -0.02
H -1.13107 -4.00564 3.05682 0.00 -0.07 0.04
H 0.62307 -5.53242 3.87182 0.00 0.02 0.01
H 3.00958 -4.96133 3.54505 -0.01 -0.02 -0.01
H 3.62698 -2.86601 2.38134 -0.01 -0.01 0.01
H 1.87823 -1.36493 1.52875 0.01 0.04 0.02
H -3.77027 -1.93702 3.18864 0.00 0.01 0.01
H -4.41898 -1.38946 5.48548 0.00 -0.02 -0.01
H -2.79500 -0.36906 7.03452 -0.01 -0.01 0.00
H -0.48955 0.10963 6.27595 0.00 0.01 -0.02
H 0.17743 -0.43553 3.95529 0.02 0.06 0.08
Cl 4.10355 -5.97194 -1.92861 0.06 -0.06 -0.03
C 2.92616 -4.77007 -1.54167 0.05 -0.04 0.00
C 1.69565 -5.15667 -1.01775 -0.03 0.17 0.01
C 0.73990 -4.22269 -0.68787 0.06 0.20 0.00
Cl -0.70388 -4.87711 -0.01084 -0.43 0.04 0.01
C 0.93064 -2.81942 -0.86827 -0.05 0.37 0.02
O 0.04199 -1.89114 -0.58547 0.45 -0.54 -0.32
C 2.21362 -2.48145 -1.39391 -0.44 -0.47 0.13
C 2.56387 -1.12708 -1.58454 0.35 0.10 -0.02
O 1.85645 -0.16025 -1.30944 -0.20 -0.03 -0.55
C 3.18260 -3.44388 -1.72223 0.15 0.12 -0.04
H 1.48143 -6.20469 -0.86029 0.01 0.00 0.01
H 3.56386 -0.91737 -1.97877 0.05 0.03 -0.07
H 4.14056 -3.11792 -2.10915 -0.01 0.00 -0.01
C 4.51822 5.69387 4.42458 -0.03 -0.05 -0.12
C 3.83187 4.68619 3.54115 0.04 0.01 -0.02
C 2.49750 4.35105 3.72682 0.00 0.00 0.01
C 1.86573 3.38992 2.94662 0.00 0.04 0.01
C 0.42311 3.06030 3.20944 0.14 -0.02 0.03
C 2.60710 2.73679 1.95529 -0.48 -0.22 -0.35
Se 1.81733 1.20315 1.03868 1.01 0.43 1.44
C 3.94633 3.06590 1.72804 -0.02 -0.03 -0.05
C 4.80702 2.39260 0.69119 -0.07 -0.01 0.07
C 4.52845 4.04603 2.52694 -0.01 0.01 0.03
H 3.86209 6.02349 5.22844 0.01 0.03 0.01
H 4.82396 6.56802 3.84696 0.01 0.03 0.05
H 5.41558 5.26013 4.86760 0.01 0.05 0.03
H 1.93352 4.83581 4.51689 0.00 0.02 -0.01
H 0.04774 3.62200 4.06525 -0.01 0.02 -0.01
H 0.30964 1.99449 3.40566 -0.07 -0.07 -0.01
H -0.19155 3.29710 2.34071 0.12 -0.12 0.29
H 4.25324 1.61325 0.17332 0.05 0.02 -0.05
H 5.68170 1.94357 1.16600 0.01 0.00 -0.03
H 5.16008 3.11886 -0.04167 0.03 0.03 -0.05
H 5.57275 4.29365 2.36040 0.00 0.00 0.01
```
Positions in Å, forces in eV/Å.

The calculation puts the molar mass at 1281.368 g mol⁻¹. The value obtained for the lowest unoccupied orbital energy is -0.110 Eh. As for the HOMO-LUMO gap: 5.93 eV. The highest occupied orbital energy comes out at -8.91 eV. Its multiplicity is 1. As for the total charge: +1. For the strongest force on any atom, the calculation gives 1.810 eV Å⁻¹.